Molecular formula: C5H8N2O
Method: DFT, ωB97M-V/def2-TZVPD

ORCA input file:
```
! RIJCOSX wB97M-V def2-TZVPD def2/J DEFGRID3
* xyz 0 3
C 1.415 -1.827 0.205
C -1.095 1.535 0.125
C 0.201 1.190 -0.723
C -1.226 0.028 0.417
C 0.171 -0.161 -0.069
N 0.503 -1.725 -0.864
N 1.163 -0.589 0.912
O 2.178 -2.691 0.558
H -0.879 2.260 0.971
H -1.978 2.103 -0.380
H 0.008 1.352 -1.812
H 1.057 1.814 -0.499
H -1.333 -0.418 1.421
H -1.896 -0.566 -0.362
H 0.941 -1.628 -1.715
H 0.771 -0.676 1.814
*
```

Values from the calculation:
- Energy relative to the best compared isomer or geometry (same formula, charge and spin): 2.9453 eV
- HOMO-LUMO gap (alpha / beta): 0.2034 / 0.2562 hartree
- Expectation value of S²: 2.0123
- E_HOMO (alpha / beta): -4.687 / -10.423 eV
- DFT total energy: -379.79014 Ha
- Largest force on an atom: 7.70 eV Å⁻¹

natural (NBO) population analysis, charges in e, atoms 1 to 2: 0.696, -0.391



Molecular formula: C40H46BiN4O2S5Se
Method: DFT, ωB97M-V/def2-TZVPD

ORCA input file:
```
! RIJCOSX wB97M-V def2-TZVPD def2/J DEFGRID3
* xyz -1 1
Bi 0.515 -0.595 -2.402
C -2.416 0.729 4.705
C -2.050 2.036 4.002
C -3.268 2.967 4.053
C -0.894 2.683 4.777
C -1.632 1.806 2.552
C -1.581 0.559 1.963
C -1.155 0.401 0.648
Se -0.991 -1.395 -0.001
C 0.654 -1.863 0.851
C 0.613 -2.663 1.985
C 1.775 -2.951 2.677
C 2.959 -2.427 2.152
C 3.049 -1.651 1.006
C 1.843 -1.306 0.344
O 1.845 -0.476 -0.675
C 4.455 -1.205 0.559
C 5.019 -0.237 1.609
C 5.366 -2.443 0.469
C 4.526 -0.517 -0.808
C 1.815 -3.794 3.949
C 2.402 -2.967 5.100
C 0.420 -4.262 4.364
C 2.690 -5.034 3.722
C -0.766 1.484 -0.166
O -0.351 1.348 -1.394
C -0.833 2.782 0.440
C -1.253 2.891 1.752
C -0.412 4.017 -0.361
C -1.361 4.211 -1.553
C 1.035 3.861 -0.854
C -0.470 5.297 0.475
H -2.709 0.938 5.737
H -3.252 0.228 4.214
H -1.573 0.037 4.731
H -3.574 3.143 5.089
H -3.049 3.934 3.598
H -4.110 2.528 3.515
H -1.177 2.846 5.820
H -0.010 2.042 4.754
H -0.616 3.647 4.349
H -1.849 -0.328 2.522
H -0.346 -3.036 2.320
H 3.881 -2.649 2.676
H 5.095 -0.702 2.594
H 6.018 0.096 1.312
H 4.379 0.643 1.698
H 5.472 -2.964 1.420
H 4.971 -3.148 -0.265
H 6.364 -2.138 0.145
H 4.006 0.437 -0.826
H 5.582 -0.345 -1.037
H 4.100 -1.130 -1.603
H 1.795 -2.079 5.284
H 2.437 -3.560 6.018
H 3.416 -2.634 4.875
H -0.245 -3.419 4.557
H -0.040 -4.889 3.598
H 0.490 -4.852 5.281
H 3.713 -4.757 3.462
H 2.728 -5.649 4.626
H 2.294 -5.641 2.907
H -1.284 3.876 2.198
H -1.398 3.314 -2.165
H -2.372 4.433 -1.201
H -1.023 5.050 -2.168
H 1.157 2.972 -1.467
H 1.322 4.739 -1.440
H 1.717 3.784 -0.004
H -1.480 5.510 0.833
H 0.199 5.252 1.337
H -0.153 6.138 -0.146
S -6.362 0.118 -7.493
N -5.839 -1.142 -6.627
C -4.718 -0.763 -6.037
C -3.910 -1.579 -5.143
C -4.240 -2.892 -4.811
C -3.415 -3.585 -3.957
C -2.282 -2.943 -3.452
N -1.963 -1.696 -3.757
C -2.753 -1.017 -4.599
C -2.348 0.374 -4.944
N -1.219 0.825 -4.399
C -0.822 2.051 -4.685
C -1.533 2.906 -5.529
C -2.701 2.450 -6.095
C -3.125 1.154 -5.802
C -4.337 0.571 -6.356
N -5.178 1.171 -7.181
H -5.133 -3.339 -5.230
H -3.626 -4.607 -3.674
H -1.592 -3.454 -2.788
H 0.107 2.371 -4.227
H -1.161 3.902 -5.724
H -3.293 3.067 -6.759
S 1.427 -3.176 -2.594
S 1.739 -2.721 -4.605
S 3.319 -1.427 -4.585
S 2.535 0.427 -4.035
*
```

Values from the calculation:
- Energy relative to the best compared isomer or geometry (same formula, charge and spin): 0.0000 eV
- HOMO-LUMO gap: 0.2057 hartree
- E_HOMO: -4.419 eV
- DFT total energy: -6528.55458 Ha
- Largest force on an atom: 0.47 eV Å⁻¹

Mulliken population analysis, charges in e, atoms 1 to 2: 1.725, -2.211



Molecular formula: C33H49Cu2N5O
Method: DFT, ωB97M-V/def2-TZVPD

ORCA input file:
```
! RIJCOSX wB97M-V def2-TZVPD def2/J DEFGRID3
* xyz 6 1
C 2.715 7.678 -1.467
N 2.890 6.240 -1.860
C 3.806 5.443 -1.273
C 3.713 4.075 -1.428
C 2.747 3.447 -2.276
C 1.891 4.323 -2.948
C 1.916 5.666 -2.659
C 2.829 1.908 -2.558
C 4.120 1.316 -2.487
C 4.175 -0.093 -2.700
N 3.065 -0.864 -2.995
C 1.804 -0.322 -3.004
C 1.693 1.051 -2.759
C 3.202 -2.291 -3.466
H 2.073 7.659 -0.587
H 2.243 8.239 -2.274
H 3.617 8.157 -1.086
H 4.458 5.909 -0.549
H 4.317 3.329 -0.934
H 1.096 4.032 -3.619
H 1.317 6.311 -3.285
H 5.010 1.915 -2.358
H 5.098 -0.651 -2.657
H 1.113 -1.119 -3.236
H 0.701 1.451 -2.614
H 3.909 -2.397 -4.289
H 2.223 -2.679 -3.747
H 3.656 -2.860 -2.654
C -3.864 -0.182 -6.216
N -4.380 0.135 -4.886
C -4.815 -0.806 -4.033
C -5.281 -0.413 -2.741
C -5.017 0.908 -2.235
C -4.667 1.875 -3.226
C -4.320 1.422 -4.518
C -5.089 1.281 -0.781
C -5.083 0.264 0.133
C -5.071 0.521 1.549
N -5.104 1.791 1.913
C -5.188 2.891 1.035
C -5.251 2.593 -0.366
C -5.122 2.108 3.393
H -3.844 0.732 -6.810
H -4.336 -1.071 -6.635
H -2.857 -0.523 -5.976
H -4.780 -1.791 -4.476
H -5.575 -1.338 -2.267
H -4.645 2.955 -3.253
H -3.910 2.093 -5.257
H -5.003 -0.744 -0.244
H -4.955 -0.247 2.299
H -5.127 3.880 1.464
H -5.241 3.504 -0.945
H -5.982 1.538 3.744
H -5.616 3.074 3.497
H -4.164 2.039 3.909
Cu -2.853 -4.975 -1.616
Cu -3.470 -4.366 1.919
C 0.864 0.404 4.284
C 1.156 -0.072 2.795
C 1.951 -1.386 2.806
C 1.247 -2.565 3.534
N 2.119 -3.869 3.479
C 1.623 -4.968 4.382
C 2.787 -5.890 4.628
C 3.974 -5.064 4.465
C 3.495 -3.647 4.135
C 2.292 -4.230 1.961
H 0.481 1.425 4.301
H 1.760 0.323 4.899
H 0.066 -0.206 4.707
H 1.481 0.737 2.141
H 0.177 -0.321 2.386
H 2.981 -1.256 3.139
H 2.130 -1.669 1.769
H 0.222 -2.703 3.191
H 1.175 -2.428 4.613
H 0.772 -5.400 3.856
H 1.143 -4.466 5.223
H 2.602 -6.734 3.964
H 2.580 -6.292 5.620
H 4.627 -5.614 3.788
H 4.459 -5.035 5.441
H 4.087 -3.082 3.415
H 3.180 -3.057 4.996
H 3.029 -3.564 1.514
H 1.335 -4.052 1.471
H 2.516 -5.296 2.000
O -1.775 -2.296 -0.089
H -1.322 -1.744 0.579
*
```

Values from the calculation:
- Energy relative to the best compared isomer or geometry (same formula, charge and spin): 5.2416 eV
- HOMO-LUMO gap: 0.2152 hartree
- E_HOMO: -22.191 eV
- DFT total energy: -4914.10462 Ha
- Largest force on an atom: 4.04 eV Å⁻¹

Mulliken population analysis, charges in e, atoms 1 to 2: -0.760, 0.063



Molecular formula: C3H4O3S
Method: DFT, ωB97M-V/def2-TZVPD

ORCA input file:
```
! RIJCOSX wB97M-V def2-TZVPD def2/J DEFGRID3
* xyz 0 1
C -2.897 0.841 -0.214
C -1.924 -0.170 -0.042
C 0.572 0.452 0.008
O -3.547 1.585 -0.856
O -2.632 0.529 1.056
O 1.060 -0.028 -1.126
S -2.133 -1.894 -0.253
H 0.777 -0.141 0.880
H 0.320 1.493 0.111
H 0.891 0.561 -1.873
H -1.506 -2.239 0.878
*
```

Values from the calculation:
- Energy relative to the best compared isomer or geometry (same formula, charge and spin): 5.6723 eV
- HOMO-LUMO gap (alpha / beta): 0.2730 / 0.3052 hartree
- E_HOMO (alpha / beta): -7.941 / -8.236 eV
- DFT total energy: -740.45114 Ha
- Largest force on an atom: 2.66 eV Å⁻¹

natural (NBO) population analysis, charges in e, atoms 1 to 2: 0.724, -0.168



Molecular formula: C4H5LiMnO5
Method: DFT, ωB97M-V/def2-TZVPD

ORCA input file:
```
! RIJCOSX wB97M-V def2-TZVPD def2/J DEFGRID3
* xyz 3 7
O -0.830 -3.783 -3.907
C -1.606 -3.834 -2.921
O -2.214 -4.819 -2.544
O -1.563 -2.680 -2.126
C -1.471 -1.545 -0.050
C -1.617 -2.790 -0.808
Li -1.943 -6.330 -3.684
H -1.457 -1.709 1.033
H -0.450 -1.180 -0.252
H -2.734 -1.939 -0.197
H -1.178 -3.703 -0.394
Mn 0.233 -2.581 -4.788
O -2.032 0.476 -0.526
C -2.077 1.490 0.128
O -2.371 2.658 -0.303
H -2.129 3.365 0.319
*
```

Values from the calculation:
- Energy relative to the best compared isomer or geometry (same formula, charge and spin): 3.1992 eV
- HOMO-LUMO gap (alpha / beta): 0.1286 / 0.2221 hartree
- Expectation value of S²: 12.0078
- E_HOMO (alpha / beta): -17.579 / -20.464 eV
- DFT total energy: -1688.81761 Ha
- Largest force on an atom: 5.40 eV Å⁻¹

Mulliken population analysis, charges in e, atoms 1 to 2: -0.792, 0.881



Molecular formula: C6H6F4N2
Method: DFT, ωB97M-V/def2-TZVPD

ORCA input file:
```
! RIJCOSX wB97M-V def2-TZVPD def2/J DEFGRID3
* xyz 0 1
C 1.653 1.396 1.848
C 1.778 0.940 0.576
C -0.281 1.610 0.979
C 0.181 0.801 -1.269
C -0.585 -1.699 -1.307
C -1.500 -1.786 -0.136
N 0.362 1.813 2.075
N 0.536 1.076 -0.009
F 0.579 -2.376 -1.159
F -2.029 -3.013 0.089
F -0.921 -1.412 1.017
F -2.551 -0.964 -0.322
H 2.379 1.472 2.629
H 2.613 0.539 0.040
H -1.318 1.816 0.810
H 0.938 0.551 -1.989
H -0.801 1.094 -1.594
H -1.033 -1.857 -2.278
*
```

Values from the calculation:
- Energy relative to the best compared isomer or geometry (same formula, charge and spin): 2.4984 eV
- HOMO-LUMO gap (alpha / beta): 0.2737 / 0.3164 hartree
- E_HOMO (alpha / beta): -8.017 / -9.025 eV
- DFT total energy: -741.10395 Ha
- Largest force on an atom: 2.63 eV Å⁻¹

natural (NBO) population analysis, charges in e, atoms 1 to 2: -0.074, -0.097



Molecular formula: H3IO3P
Method: DFT, ωB97M-V/def2-TZVPD

ORCA input file:
```
! RIJCOSX wB97M-V def2-TZVPD def2/J DEFGRID3
* xyz 1 1
O -2.416 -1.333 -0.836
O -0.270 -0.223 0.368
O 1.828 1.161 -0.538
P -1.612 -0.835 0.329
I -2.708 -1.080 2.414
H 1.683 0.945 -1.505
H 0.975 0.651 -0.116
H 2.520 0.713 -0.115
*
```

Values from the calculation:
- Energy relative to the best compared isomer or geometry (same formula, charge and spin): 1.9605 eV
- HOMO-LUMO gap: 0.3450 hartree
- E_HOMO: -14.503 eV
- DFT total energy: -866.31797 Ha
- Largest force on an atom: 4.61 eV Å⁻¹

natural (NBO) population analysis, charges in e, atoms 1 to 2: -0.905, -1.112



DFT total energy of number 4 (C3H4O3S)?
-740.45114 Ha



Look up the energy relative to the best compared isomer or geometry (same formula, charge and spin) of the fifth one.
3.1992 eV



Which formula does entry 2 have?
C40H46BiN4O2S5Se



DFT total energy of number 2 (C40H46BiN4O2S5Se)?
-6528.55458 Ha